Molecular formula: C5H9KLiO4
Method: DFT, ωB97M-V with the def2-TZVPD basis set

```
20
Properties=species:S:1:pos:R:3:nbo_charge:R:1
C 1.025 2.259 0.751 -0.667
C 2.214 1.928 1.658 -0.027
O 2.323 0.607 2.009 -1.072
Li 1.233 -0.764 1.906 0.928
H 1.112 3.348 0.565 0.194
H 0.894 1.477 -0.103 0.196
H -0.042 2.347 1.006 0.198
H 2.153 2.595 2.552 0.110
H 3.133 2.294 1.139 0.112
O -1.097 -0.180 -0.194 -0.525
C -1.094 -1.438 0.354 0.693
C -1.638 -0.271 -1.569 -0.108
O -0.090 -1.810 1.089 -0.968
O -1.422 -2.401 -0.650 -0.634
C -1.612 -1.758 -1.907 -0.108
K -0.030 -4.534 0.177 0.950
H -1.064 0.325 -2.287 0.201
H -2.677 0.094 -1.555 0.180
H -0.777 -2.012 -2.575 0.164
H -2.546 -2.107 -2.363 0.182
```

Computed properties:
Total energy ... -1104.2919 Eh
M ... 179.162 g mol⁻¹
Net charge ... 0
Multiplicity ... 2
HOMO (spin up / spin down) ... -5.6 / -6.4 eV
Max |F| ... 0.043 Eh/bohr
Relative energy (zero: lowest compared OMol25 entry of this formula, charge and spin) ... 0.0 kJ/mol

=====

Molecular formula: C5H9LuO3
Method: DFT, ωB97M-V with the def2-TZVPD basis set

```
18
Properties=species:S:1:pos:R:3:nbo_charge:R:1
H -1.665 0.120 -0.015 0.106
O -0.360 0.217 -1.288 -0.476
O 0.458 0.025 0.832 -0.387
O -0.213 2.080 -0.001 -0.889
C -1.490 -0.527 -1.437 0.434
C 1.366 0.545 1.529 0.576
C -1.346 -1.779 -2.201 -0.741
C 2.059 -0.227 2.538 -0.746
C -0.406 0.876 -0.039 0.805
H -2.356 0.091 -1.705 0.259
H 1.640 1.586 1.302 0.203
H -1.787 -2.592 -1.606 0.343
H -1.952 -1.688 -3.118 0.328
H -0.306 -1.986 -2.469 0.297
H 3.137 -0.148 2.311 0.330
H 1.939 0.308 3.495 0.334
H 1.719 -1.263 2.596 0.298
Lu -0.435 4.361 -0.723 1.926
```

Computed properties:
Total energy ... -1655.7595 Eh
M ... 292.091 g mol⁻¹
Net charge ... +3
Multiplicity ... 2
HOMO (spin up / spin down) ... -20.5 / -22.0 eV
Max |F| ... 0.113 Eh/bohr
Relative energy (zero: lowest compared OMol25 entry of this formula, charge and spin) ... 160.6 kJ/mol

=====

Molecular formula: C5H9N
Method: DFT, ωB97M-V with the def2-TZVPD basis set

```
15
Properties=species:S:1:pos:R:3:nbo_charge:R:1
C 1.508 0.044 -0.680 -0.606
N -1.793 -1.271 -0.988 -0.720
C -0.824 -1.081 0.092 -0.271
C 0.169 0.065 0.085 -0.088
C 0.357 0.395 1.527 -0.701
C -0.500 1.376 0.629 -0.470
H 1.366 -0.287 -1.727 0.166
H 1.882 1.070 -0.630 0.205
H 2.195 -0.616 -0.150 0.196
H -0.561 -2.080 -0.368 0.248
H -1.471 -0.820 -1.846 0.289
H -1.225 -1.242 1.087 0.219
H 0.533 0.906 2.454 0.233
H -1.564 1.261 0.345 0.152
H -0.072 2.282 0.171 0.148
```

Computed properties:
Total energy ... -250.4146 Eh
M ... 83.134 g mol⁻¹
Net charge ... -1
Multiplicity ... 2
HOMO (spin up / spin down) ... -1.2 / -0.5 eV
Max |F| ... 0.078 Eh/bohr
Relative energy (zero: lowest compared OMol25 entry of this formula, charge and spin) ... 444.2 kJ/mol

=====

Molecular formula: C5H9N
Method: DFT, ωB97M-V with the def2-TZVPD basis set

```
15
Properties=species:S:1:pos:R:3:nbo_charge:R:1
C 2.054 -0.614 0.147 0.336
C -0.682 -0.141 -1.963 -0.061
C 3.153 -1.017 0.976 -0.723
C -1.981 0.637 0.147 -0.616
C -1.436 0.894 -1.260 -0.579
N 1.179 -0.300 -0.522 -0.311
H -0.957 -1.137 -1.572 0.089
H 3.911 -0.235 0.981 0.259
H 3.581 -1.938 0.581 0.260
H 2.801 -1.188 1.993 0.258
H -2.645 1.440 0.463 0.202
H -1.150 0.580 0.849 0.205
H -2.528 -0.304 0.190 0.201
H -0.919 1.858 -1.302 0.218
H -2.272 0.967 -1.982 0.263
```

Computed properties:
Total energy ... -250.5097 Eh
M ... 83.134 g mol⁻¹
Net charge ... 0
HOMO ... -7.5 eV
Max |F| ... 0.016 Eh/bohr
Relative energy (zero: lowest compared OMol25 entry of this formula, charge and spin) ... 413.0 kJ/mol

=====

Molecular formula: C5H9N
Method: DFT, ωB97M-V with the def2-TZVPD basis set

```
15
Properties=species:S:1:pos:R:3:nbo_charge:R:1
C -1.025 -0.940 2.026 -0.424
C -0.660 0.163 1.365 -0.203
C 0.166 0.114 0.166 -0.105
C 0.617 -1.123 -0.573 -0.651
C 0.377 1.277 -0.506 0.029
N 0.454 1.437 -1.895 -0.853
H -0.577 -1.916 1.868 0.191
H -1.804 -0.892 2.785 0.197
H -0.568 1.108 1.904 0.215
H 0.746 -1.962 0.127 0.217
H 1.558 -0.936 -1.078 0.215
H -0.184 -1.537 -1.197 0.223
H -0.058 2.223 -0.152 0.177
H 1.053 0.871 -2.458 0.379
H -0.093 2.112 -2.383 0.392
```

Computed properties:
Total energy ... -250.5869 Eh
M ... 83.134 g mol⁻¹
Net charge ... 0
HOMO ... -7.4 eV
Max |F| ... 0.062 Eh/bohr
Relative energy (zero: lowest compared OMol25 entry of this formula, charge and spin) ... 210.1 kJ/mol

=====

Molecular formula: C5H9N
Method: DFT, ωB97M-V with the def2-TZVPD basis set

```
15
Properties=species:S:1:pos:R:3:nbo_charge:R:1
C 1.620 0.346 0.402 -0.422
C 0.577 1.217 1.049 -0.427
C 0.255 -0.203 0.699 -0.064
N -0.663 -0.477 -0.426 -0.238
C -1.824 0.191 -0.474 -0.370
C -0.306 -1.427 -1.303 -0.378
H 1.856 0.548 -0.638 0.231
H 2.452 -0.010 1.006 0.222
H 0.679 1.467 2.102 0.221
H 0.128 1.987 0.431 0.234
H 0.162 -0.928 1.506 0.226
H -2.168 0.800 0.349 0.197
H -2.374 0.051 -1.394 0.187
H 0.708 -1.792 -1.355 0.195
H -1.103 -1.769 -1.952 0.187
```

Computed properties:
Total energy ... -250.5427 Eh
M ... 83.134 g mol⁻¹
Net charge ... 0
HOMO ... -6.5 eV
Max |F| ... 0.011 Eh/bohr
Relative energy (zero: lowest compared OMol25 entry of this formula, charge and spin) ... 326.2 kJ/mol

=====

What is the max |F| in the first record?
0.043 Eh/bohr

=====

Repeat the second record exactly.
Molecular formula: C5H9LuO3
Method: DFT, ωB97M-V with the def2-TZVPD basis set

```
18
Properties=species:S:1:pos:R:3:nbo_charge:R:1
H -1.665 0.120 -0.015 0.106
O -0.360 0.217 -1.288 -0.476
O 0.458 0.025 0.832 -0.387
O -0.213 2.080 -0.001 -0.889
C -1.490 -0.527 -1.437 0.434
C 1.366 0.545 1.529 0.576
C -1.346 -1.779 -2.201 -0.741
C 2.059 -0.227 2.538 -0.746
C -0.406 0.876 -0.039 0.805
H -2.356 0.091 -1.705 0.259
H 1.640 1.586 1.302 0.203
H -1.787 -2.592 -1.606 0.343
H -1.952 -1.688 -3.118 0.328
H -0.306 -1.986 -2.469 0.297
H 3.137 -0.148 2.311 0.330
H 1.939 0.308 3.495 0.334
H 1.719 -1.263 2.596 0.298
Lu -0.435 4.361 -0.723 1.926
```

Computed properties:
Total energy ... -1655.7595 Eh
M ... 292.091 g mol⁻¹
Net charge ... +3
Multiplicity ... 2
HOMO (spin up / spin down) ... -20.5 / -22.0 eV
Max |F| ... 0.113 Eh/bohr
Relative energy (zero: lowest compared OMol25 entry of this formula, charge and spin) ... 160.6 kJ/mol

=====

Among the records above, which one has the lowest relative energy (zero: lowest compared OMol25 entry of this formula, charge and spin)?
C5H9KLiO4